1.
Formula: C16H33NOP2Ru
Source: OMol25
Level of theory: the ωB97M-V functional and the def2-TZVPD basis

XYZ file:
```
54
Properties=species:S:1:pos:R:3:mulliken_charge:R:1
Ru -0.03459 -0.25085 0.02124 -0.3127
P -1.10129 -2.05252 -0.46453 1.4415
P 1.23347 1.89259 0.81395 1.3329
N 0.11124 0.41700 -1.65426 -0.2966
H -0.64890 -1.06056 1.32920 -0.1236
C -2.90281 -1.81696 -0.50632 -1.0003
H -3.40577 -2.78419 -0.64835 0.4200
H -3.14711 -1.12759 -1.32503 0.3288
H -3.23102 -1.34809 0.42780 0.0307
C -0.81211 -3.56681 0.49166 -1.3654
H -1.49588 -4.35606 0.15301 0.4463
H -0.98291 -3.34878 1.55110 0.3587
H 0.23297 -3.87748 0.37813 0.3538
C -0.74641 -2.59519 -2.19132 -1.3106
H -1.14265 -3.60726 -2.36600 0.4620
H 0.33611 -2.59188 -2.37385 0.2627
H -1.19845 -1.88783 -2.90023 0.3237
C 0.22433 3.37450 1.15680 -1.3090
H 0.86163 4.24672 1.36146 0.4369
H -0.43912 3.16302 2.00287 0.3136
H -0.39965 3.55853 0.27313 0.2956
C 2.34998 1.76681 2.25919 -1.2453
H 2.78771 2.75274 2.46941 0.4252
H 3.15462 1.05805 2.02823 0.3306
H 1.79478 1.41239 3.13646 0.2466
C 2.33979 2.48820 -0.52777 -1.1873
H 2.95648 3.32667 -0.17022 0.4402
H 1.72133 2.81957 -1.37181 0.2816
H 2.98764 1.66728 -0.85973 0.2886
C 0.30450 0.71854 -2.91603 -0.2165
C -0.54798 1.67303 -4.96859 -0.5357
C -0.72015 1.40678 -3.63777 -0.4079
C 1.51448 0.34180 -3.57044 0.2101
C 1.68640 0.61957 -4.92091 -0.6812
C 0.63986 1.29013 -5.60083 -0.2666
H -1.34172 2.19978 -5.53308 0.3397
H -1.61590 1.66968 -3.07340 0.4127
H 2.26432 -0.17741 -2.98680 0.3564
H 2.60522 0.33328 -5.42291 0.3822
H 0.78119 1.51052 -6.65940 0.3510
C -1.30862 -0.02729 2.51050 1.4344
O -1.34181 1.10764 1.79173 -0.6573
C -2.73341 -0.34149 3.02751 -1.3427
H -2.78208 -0.93045 3.95941 0.3631
H -3.34534 -0.85045 2.27324 0.2086
H -3.17365 0.65127 3.25144 0.2728
C -0.29084 -0.11879 3.66268 -1.7066
H -0.19509 0.89356 4.09849 0.2670
H 0.67181 -0.51545 3.31887 0.2009
H -0.62015 -0.81858 4.44931 0.5306
C 1.77731 -1.16465 0.10009 -1.0263
H 1.77384 -2.02306 -0.59239 0.3607
H 1.83830 -1.52534 1.14460 0.1234
H 2.62099 -0.49199 -0.12231 0.3581
```

<S²>   6.081
2S+1   5
Orbital gap (alpha / beta)   5.6 / 6.3 eV
Energy relative to the best compared isomer or geometry (same formula, charge and spin)   0.000 eV

***

2.
Formula: C16H34BClN4O7
Source: OMol25
Level of theory: the ωB97M-V functional and the def2-TZVPD basis

XYZ file:
```
63
Properties=species:S:1:pos:R:3:mulliken_charge:R:1
C 0.63336 -2.71974 -4.88719 -0.9634
C -0.28478 -2.09932 -3.63858 -0.1145
O 0.62922 -1.74452 -2.54248 -0.1680
C -0.09206 -1.34269 -1.32013 -0.9640
N -1.16278 -0.29028 -1.57508 0.0399
C -1.57421 0.30716 -0.21184 0.1018
C -2.83589 1.28864 -0.50295 -0.9325
C -4.11296 1.18609 0.49430 0.1556
C -4.56313 2.75986 0.84307 -1.1393
C -3.87498 0.45699 1.93334 -0.8877
C -0.29687 1.25415 0.23973 -1.3683
C -0.53798 2.04490 1.67816 0.0956
C 0.32343 3.43598 1.82639 -0.1757
O 0.07888 4.17287 2.94543 -0.4924
N 1.03975 0.54901 0.17755 0.8634
C 2.08368 1.28750 -0.59573 -0.1020
C 1.94010 1.17658 -2.25111 -0.1252
N 1.14391 2.07907 -2.96767 -0.5808
C 0.94353 -0.92186 -0.07318 -0.2509
B 2.35890 -1.74819 -0.19003 0.8634
O 3.38012 -1.58143 -1.26330 -0.6321
N 2.72249 -2.78992 0.89554 -0.1473
C 1.70224 -3.89274 0.71991 -0.7673
C 2.69522 -2.17701 2.27793 -0.6336
H 0.28103 -2.20078 -5.89773 0.3011
H 0.50258 -3.88643 -4.89531 0.2981
H 1.78457 -2.47315 -4.75684 0.2476
H -1.08461 -2.85612 -3.24231 0.2772
H -0.76099 -1.09904 -4.07626 0.1562
H -0.68180 -2.31506 -0.95817 0.4269
H -0.84920 0.47468 -2.21417 0.5215
H -2.04246 -0.77829 -1.92220 0.5431
H -1.76936 -0.61185 0.47995 0.3297
H -3.20071 1.09119 -1.60594 0.3441
H -2.45749 2.41952 -0.49205 0.3075
H -5.02271 0.74993 -0.13839 0.3313
H -3.68722 3.23298 1.49848 0.2703
H -5.56196 2.78107 1.46823 0.3531
H -4.62953 3.43143 -0.12355 0.3135
H -3.97396 -0.71753 1.73801 0.2528
H -4.78023 0.73701 2.63251 0.3865
H -2.82166 0.60944 2.41791 0.1773
H -0.24729 2.12056 -0.57919 0.6804
H -0.20859 1.30749 2.55624 0.3633
H -1.68350 2.36045 1.79867 -0.2650
H 1.07911 3.87700 1.05039 0.1838
H 3.20606 1.11573 -0.22695 0.3862
H 1.89799 2.44929 -0.37698 0.1683
H 2.47404 0.31329 -2.84163 0.2717
H 1.21105 1.80443 -3.99127 0.2978
H 0.39916 -1.37958 0.88974 -0.1534
H 4.25190 -2.01076 -0.99558 0.2674
H 2.07906 -4.93092 1.11600 0.2621
H 1.41986 -3.90927 -0.43402 0.1995
H 0.73445 -3.55716 1.30890 0.2465
H 2.87555 -1.00390 2.25671 0.1458
H 1.75563 -2.44872 2.92397 0.2492
H 3.63169 -2.62941 2.86138 0.2619
O 3.29114 0.45169 5.02907 -0.6751
Cl 2.70810 1.44827 4.15191 1.6522
O 3.60148 1.69227 3.03622 -0.6800
O 2.50603 2.68114 4.88785 -0.6890
O 1.43364 0.96802 3.65431 -0.6858
```

Orbital gap   7.1 eV

***

3.
Formula: C16H34BO18S4
Source: OMol25
Level of theory: the ωB97M-V functional and the def2-TZVPD basis

XYZ file:
```
73
Properties=species:S:1:pos:R:3:mulliken_charge:R:1
B -2.22324 2.12078 0.40383 0.6518
C -2.76224 3.16282 -0.76221 -1.1455
C -1.93594 3.10060 -2.06862 -0.1807
C -2.44240 2.07133 -3.10842 -0.6004
C -1.38211 1.07069 -3.55937 -0.8017
C -1.12121 -0.01038 -2.49340 -0.4261
C 0.23227 0.06385 -1.80078 -0.1780
O 1.05519 -1.07164 -2.21244 -0.3264
C 2.39265 -0.93687 -2.05794 0.3926
C 2.81694 -0.50671 -0.67764 -0.4345
O 3.15708 -1.15549 -2.96106 -0.6188
H -2.33539 0.94500 0.01913 -0.3136
H -1.02751 2.37041 0.62386 -0.3735
H -2.86051 2.23470 1.46171 -0.3520
H -3.81171 2.95675 -1.02518 0.2996
H -2.72120 4.18813 -0.37055 0.2157
H -1.97212 4.08741 -2.55273 0.3715
H -0.88255 2.91168 -1.82363 0.0607
H -3.28753 1.51418 -2.68816 0.3319
H -2.79367 2.59990 -4.00174 0.3634
H -0.44115 1.56479 -3.83380 0.4889
H -1.72853 0.58193 -4.47136 0.1244
H -1.18455 -1.00506 -2.94771 0.3610
H -1.89210 0.06909 -1.72676 0.2301
H 0.09390 0.02339 -0.71603 -0.1150
H 0.75474 0.99657 -2.02915 0.4104
H 3.88577 -0.68518 -0.56719 0.3931
H 2.57380 0.55348 -0.57685 0.1915
H 2.26364 -1.04814 0.08982 0.1431
C -3.40929 -2.40267 -7.44853 -0.3141
C -4.08236 -2.94791 -6.20399 -0.3203
O -4.28435 -1.78881 -5.39158 -0.2891
S -4.57748 -0.51261 -6.30691 1.0614
O -5.97764 -0.30167 -6.40452 -0.5726
O -3.69403 0.51860 -5.91094 -0.4318
O -4.07955 -1.15845 -7.68801 -0.3319
H -2.34919 -2.20609 -7.28029 0.2866
H -3.53367 -3.04611 -8.31528 0.2994
H -3.46573 -3.65830 -5.66088 0.3119
H -5.05190 -3.39535 -6.43268 0.2681
C 4.21713 2.93140 2.64749 -0.4275
C 4.00366 1.64772 3.42313 -0.1388
O 2.59432 1.65975 3.72585 -0.2922
S 1.79027 2.36014 2.52787 0.9424
O 1.28954 1.35088 1.66761 -0.2107
O 0.94535 3.34761 3.09078 -0.6443
O 3.04737 3.04556 1.82553 -0.3522
H 4.26641 3.80064 3.30599 0.2925
H 5.09727 2.90013 2.01156 0.3431
H 4.56870 1.60571 4.34992 0.3439
H 4.21850 0.76337 2.82606 0.1237
C -1.75012 -0.36986 3.94624 -0.1925
C -0.60642 0.52797 4.35894 0.4736
O -0.41814 0.22477 5.76257 -0.3733
S -0.73243 -1.30529 6.02399 1.0706
O 0.47539 -2.06349 6.01840 -0.5004
O -1.62228 -1.40667 7.12510 -0.5888
O -1.49303 -1.60213 4.66214 -0.3609
H -2.71480 0.02478 4.26343 0.3037
H -1.76628 -0.56606 2.87825 0.1778
H -0.83210 1.58236 4.23064 0.3680
H 0.30764 0.27943 3.82159 -0.4725
C 2.63991 -3.42060 2.85523 -0.2908
C 2.86497 -2.89356 4.25804 -0.1490
O 4.30018 -2.94388 4.40739 -0.3209
S 5.00090 -2.63554 3.01621 1.0353
O 5.34342 -1.25595 2.95254 -0.5305
O 5.97599 -3.63497 2.76855 -0.5641
O 3.72364 -2.85507 2.09488 -0.2379
H 2.71406 -4.50803 2.81167 0.2833
H 1.69709 -3.09598 2.42423 0.3081
H 2.40454 -3.50151 5.02806 0.3287
H 2.53422 -1.86229 4.36810 0.1214
```

Orbital gap   7.2 eV
Charge   -1

***

4.
Formula: C16H34BeN2O7P
Source: OMol25
Level of theory: the ωB97M-V functional and the def2-TZVPD basis

XYZ file:
```
61
Properties=species:S:1:pos:R:3:mulliken_charge:R:1
Be 0.11220 -0.20440 0.00870 -0.6237
C -2.48260 -2.99690 -2.03860 -1.0063
N -2.64560 -1.55510 -2.05350 0.1079
C -3.74350 -1.05440 -2.84890 -0.9828
C -1.82240 -0.78810 -1.37050 1.0641
O -0.93610 -1.26180 -0.63710 -0.4444
C -1.91410 0.72770 -1.44710 -0.9433
O -0.76280 1.27720 -0.84370 -0.2028
C 0.22970 1.86380 -1.65860 -1.1005
C 1.39540 0.89230 -1.77320 1.1512
O 1.32590 -0.14350 -1.08810 -0.5365
N 2.40490 1.12310 -2.58990 0.1791
C 2.58870 2.33780 -3.35240 -0.9582
C 3.45910 0.13120 -2.71340 -1.0077
H -3.39740 -3.46900 -1.68230 0.3619
H -2.27290 -3.34950 -3.04940 0.3804
H -1.65970 -3.26490 -1.38040 0.2916
H -4.51240 -1.82350 -2.88690 0.3272
H -4.17530 -0.15980 -2.40680 0.4026
H -3.42790 -0.83990 -3.87230 0.3186
H -2.03740 1.08460 -2.47390 0.4994
H -2.76610 1.05270 -0.83610 0.4754
H -0.17010 2.13140 -2.64410 0.5941
H 0.55950 2.76420 -1.12660 0.2639
H 1.64410 2.73070 -3.72490 0.3616
H 3.07560 3.10390 -2.74600 0.2902
H 3.22960 2.11920 -4.20290 0.3817
H 3.29690 -0.64650 -1.97190 0.2100
H 3.42780 -0.30350 -3.71300 0.3791
H 4.43310 0.59100 -2.54730 0.4372
C 2.97330 3.80920 1.19730 -1.6578
C 3.26870 2.34300 1.53110 1.6441
C 3.76580 2.20630 2.95980 -1.6619
C 4.31250 1.77490 0.56570 -1.0962
O 2.04370 1.62390 1.32460 -0.2761
P 1.56810 0.38130 2.21910 0.6636
O 1.36390 0.61160 3.64380 -0.8243
O 0.28750 0.00070 1.42290 0.0903
O 2.66550 -0.71360 1.81170 0.5330
C 2.70520 -2.02050 2.41520 1.5178
C 3.51710 -1.95410 3.70600 -1.7007
C 3.39660 -2.90540 1.37500 -1.6467
C 1.30210 -2.53580 2.70970 -1.5323
H 3.90360 4.36920 1.17880 0.4261
H 2.31620 4.24280 1.94560 0.3912
H 2.49080 3.89310 0.22430 0.2391
H 4.68060 2.77770 3.09700 0.4983
H 3.95280 1.15690 3.17340 0.2111
H 3.00610 2.55790 3.64770 0.4316
H 5.28080 2.23060 0.75060 0.5550
H 4.01610 1.96820 -0.46460 0.0519
H 4.38620 0.69970 0.71370 0.0667
H 4.52920 -1.62010 3.49650 0.3402
H 3.56320 -2.93600 4.17060 0.4966
H 3.04710 -1.25530 4.39190 0.3354
H 4.38980 -2.51600 1.16050 0.3631
H 2.81520 -2.91120 0.45450 0.2714
H 3.48800 -3.92040 1.75050 0.4263
H 0.80220 -1.85100 3.38820 0.4055
H 1.35360 -3.52190 3.16500 0.5215
H 0.72080 -2.59050 1.79190 0.2453
```

Orbital gap   9.4 eV
Charge   +1

***

Number 1: strongest force on any atom 5.2 eV/A. Number 2: strongest force on any atom 8.8 eV/A. Number 3: strongest force on any atom 0.8 eV/A. Number 4: strongest force on any atom 1.1 eV/A.